Here is a molecular structure, C44H59BCl2N2O2P3Re from the Open Molecules 2025 dataset. Energies are from ωB97M-V/def2-TZVPD.

Cartesian coordinates (Å):
Re -14.579 -4.054 15.974
C -12.083 -7.471 15.735
C -12.811 -7.644 14.437
C -11.844 -7.618 13.207
C -13.527 -8.992 14.498
P -14.333 -6.126 14.497
C -15.859 -7.187 14.854
N -16.859 -6.173 14.939
B -16.463 -4.857 15.467
N -17.704 -4.057 15.399
C -17.725 -2.882 16.187
P -16.422 -3.243 17.576
C -17.527 -4.366 18.841
C -16.605 -4.632 20.032
C -17.867 -5.706 18.154
C -18.853 -3.759 19.288
C -16.572 -1.455 18.361
C -15.640 -0.677 17.421
C -17.937 -0.821 18.291
C -16.008 -1.447 19.783
C -18.803 -4.921 15.009
C -20.192 -4.631 14.948
C -21.013 -5.632 14.469
C -20.513 -6.924 14.299
C -19.148 -7.214 14.424
C -18.254 -6.176 14.657
C -14.659 -5.715 12.561
C -15.924 -4.879 12.280
C -14.851 -7.016 11.740
C -13.488 -4.929 12.032
H -11.385 -8.271 15.853
H -12.701 -7.382 16.640
H -11.450 -6.567 15.728
H -11.014 -8.289 13.445
H -11.351 -6.691 13.110
H -12.226 -7.925 12.222
H -12.781 -9.774 14.377
H -14.248 -9.054 13.714
H -13.993 -9.150 15.488
H -15.763 -7.723 15.783
H -16.139 -7.989 14.072
H -18.725 -2.532 16.526
H -17.278 -2.045 15.596
H -15.747 -5.304 19.708
H -17.190 -5.162 20.822
H -16.086 -3.791 20.472
H -16.915 -6.188 17.872
H -18.567 -5.633 17.339
H -18.314 -6.274 19.000
H -18.760 -2.760 19.768
H -19.269 -4.385 20.035
H -19.535 -3.717 18.433
H -15.819 -0.753 16.332
H -14.573 -0.954 17.526
H -15.708 0.389 17.703
H -18.070 -0.137 17.385
H -18.032 -0.256 19.199
H -18.775 -1.518 18.212
H -15.143 -2.158 19.852
H -16.728 -1.707 20.614
H -15.621 -0.462 20.010
H -20.570 -3.677 15.298
H -22.061 -5.480 14.254
H -21.238 -7.754 14.090
H -18.778 -8.236 14.533
H -16.769 -5.500 12.481
H -15.952 -4.335 11.342
H -16.059 -4.118 13.052
H -15.791 -7.520 11.933
H -14.033 -7.764 11.892
H -14.965 -6.686 10.663
H -13.688 -3.838 12.017
H -13.291 -5.173 10.974
H -12.598 -5.038 12.668
C -8.660 -4.542 13.589
C -8.431 -4.168 14.929
C -9.501 -3.628 15.709
C -10.738 -3.525 15.098
C -10.808 -3.521 13.715
C -9.821 -4.161 12.989
P -12.088 -3.178 16.182
C -11.493 -1.925 17.295
C -11.750 -2.021 18.683
C -11.062 -1.191 19.553
C -10.173 -0.235 19.153
C -9.939 -0.077 17.792
C -10.543 -0.957 16.878
C -12.287 -4.625 17.305
C -11.305 -5.102 18.164
C -11.706 -5.993 19.198
C -12.994 -6.524 19.259
C -13.945 -6.113 18.321
C -13.633 -5.128 17.394
H -7.873 -5.092 13.055
H -7.492 -4.385 15.395
H -9.351 -3.254 16.757
H -11.659 -3.009 13.245
H -9.939 -4.276 11.895
H -12.406 -2.828 18.998
H -11.304 -1.311 20.602
H -9.614 0.314 19.865
H -9.201 0.696 17.365
H -10.165 -0.913 15.840
H -10.250 -4.778 18.136
H -11.092 -6.199 20.075
H -13.298 -7.240 20.071
H -14.935 -6.492 18.275
Cl -14.730 -1.147 11.596
C -15.034 -0.536 13.270
Cl -16.667 0.180 13.434
C -14.486 -1.496 14.377
O -13.378 -1.162 14.733
O -15.205 -2.556 14.690
H -14.388 0.325 13.290

## Properties
- Relative energy (zero: lowest compared OMol25 entry of this formula, charge and spin): 261.46 kJ/mol
- Kohn-Sham gap (spin up / spin down): 7.706 / 5.968 eV
- Net charge: +1
- Multiplicity: 4
- HOMO (spin up / spin down): -10.110 / -10.220 eV

Here is 2 unconnected molecules or ions with the total composition CH3IN2O from the Open Molecules 2025 dataset. Energies are from ωB97M-V/def2-TZVPD.

Cartesian coordinates (Å):
C 1.392 0.274 -0.291
N 1.217 0.376 0.913
N -1.526 -1.045 -0.017
O -2.183 -1.986 -0.202
I -2.604 0.837 -0.170
H 0.920 0.989 -1.046
H 1.983 -0.516 -0.654
H 0.801 1.071 1.466

## Properties
- Relative energy (zero: lowest compared OMol25 entry of this formula, charge and spin): 99.42 kJ/mol
- Kohn-Sham gap (spin up / spin down): 8.222 / 6.505 eV
- Multiplicity: 3
- HOMO (spin up / spin down): -8.685 / -9.322 eV

Here is a molecular structure, C27H17ClN2O5PtS3 from the Open Molecules 2025 dataset. Energies are from ωB97M-V/def2-TZVPD.

Cartesian coordinates (Å):
Pt -0.380 -0.091 2.121
O 4.775 2.931 2.103
C 4.052 3.615 1.246
O 4.489 4.611 0.702
C 2.676 3.111 0.987
C 1.760 3.681 0.124
Cl 2.046 5.039 -0.867
N 0.600 2.952 0.178
N 0.760 1.934 1.057
C 1.981 2.009 1.540
C 2.435 0.981 2.526
O 3.594 1.090 3.001
O 1.653 0.047 2.838
C -0.649 3.104 -0.473
C -1.650 2.163 -0.210
C -2.887 2.253 -0.811
C -3.174 3.280 -1.701
C -2.189 4.219 -1.962
C -0.944 4.145 -1.360
H 4.254 2.120 2.499
H -1.443 1.345 0.468
H -3.635 1.506 -0.577
H -4.142 3.345 -2.180
H -2.389 5.031 -2.652
H -0.213 4.897 -1.587
S -1.112 1.254 3.941
C -2.789 0.813 4.075
C -3.591 1.432 5.046
C -4.914 1.074 5.228
C -5.476 0.073 4.438
C -4.709 -0.530 3.459
C -3.373 -0.165 3.252
S -2.499 -0.953 1.955
H -3.138 2.205 5.657
H -5.511 1.569 5.986
H -6.507 -0.229 4.588
H -5.125 -1.304 2.823
C 2.345 -6.494 -3.819
C 3.359 -5.870 -4.740
O 4.364 -6.414 -5.111
S 2.919 -4.243 -5.376
C 2.242 -3.470 -3.917
C 3.082 -3.153 -2.852
C 2.561 -2.564 -1.716
C 1.187 -2.279 -1.616
C 0.359 -2.602 -2.703
C 0.882 -3.191 -3.839
C 0.663 -1.673 -0.447
C 0.228 -1.156 0.569
H 2.636 -7.525 -3.617
H 1.360 -6.467 -4.281
H 2.288 -5.946 -2.878
H 4.140 -3.378 -2.920
H 3.203 -2.303 -0.886
H -0.698 -2.380 -2.637
H 0.241 -3.447 -4.674

## Properties
- Kohn-Sham gap: 4.976 eV
- Net charge: -2
- HOMO: -1.236 eV

Here is a single C5H8N2 molecule from the Open Molecules 2025 dataset. Energies are from ωB97M-V/def2-TZVPD.

Cartesian coordinates (Å):
C -0.987 1.438 0.075
C -0.148 0.188 0.287
C -0.972 -1.079 0.407
N 0.873 0.158 -0.814
C 1.036 0.468 1.145
C 1.904 -0.692 -0.975
N 2.844 -1.355 -1.135
H -1.578 1.609 0.979
H -1.665 1.355 -0.782
H -0.327 2.304 -0.043
H -1.736 -1.138 -0.377
H -0.345 -1.976 0.362
H -1.482 -1.070 1.377
H 0.903 0.978 -1.406
H 1.446 -0.538 1.393

## Properties
- Relative energy (zero: lowest compared OMol25 entry of this formula, charge and spin): 440.01 kJ/mol
- Kohn-Sham gap: 9.228 eV
- HOMO: -9.062 eV

Here is a single C5H10O molecule from the Open Molecules 2025 dataset. Energies are from ωB97M-V/def2-TZVPD.

Cartesian coordinates (Å):
C 1.916 0.164 0.407
C 0.863 0.410 -0.668
C -0.536 0.147 -0.150
C -0.887 -1.259 0.274
C -2.202 1.473 -0.449
O -1.447 0.645 -1.166
H 1.941 -0.887 0.713
H 1.720 0.771 1.300
H 2.910 0.429 0.039
H 1.043 -0.213 -1.551
H 0.890 1.454 -1.002
H -0.592 -1.982 -0.492
H -0.375 -1.505 1.210
H -1.966 -1.350 0.444
H -0.672 0.856 0.688
H -2.607 0.847 0.403

## Properties
- Relative energy (zero: lowest compared OMol25 entry of this formula, charge and spin): 395.97 kJ/mol
- Kohn-Sham gap: 8.749 eV
- HOMO: -8.331 eV

Here is a single C2H9NSi molecule from the Open Molecules 2025 dataset. Energies are from ωB97M-V/def2-TZVPD.

Cartesian coordinates (Å):
C 0.875 -1.394 0.997
N 0.659 -0.971 -0.396
Si -0.773 -0.137 -0.878
C -0.632 1.659 -0.280
H 0.005 -1.844 1.383
H 1.843 -1.850 1.203
H 1.035 -0.484 1.581
H 1.474 -0.431 -0.633
H -2.029 -0.609 -0.336
H -0.565 -0.210 -2.315
H 0.332 1.947 -0.044
H -1.002 2.415 -0.888
H -1.221 1.907 0.606

## Properties
- Relative energy (zero: lowest compared OMol25 entry of this formula, charge and spin): 111.96 kJ/mol
- SMILES: CN[SiH2]C
- Kohn-Sham gap: 9.952 eV
- HOMO: -8.890 eV

Copy entry 4 word for word.
Here is a single C5H8N2 molecule from the Open Molecules 2025 dataset. Energies are from ωB97M-V/def2-TZVPD.

Cartesian coordinates (Å):
C -0.987 1.438 0.075
C -0.148 0.188 0.287
C -0.972 -1.079 0.407
N 0.873 0.158 -0.814
C 1.036 0.468 1.145
C 1.904 -0.692 -0.975
N 2.844 -1.355 -1.135
H -1.578 1.609 0.979
H -1.665 1.355 -0.782
H -0.327 2.304 -0.043
H -1.736 -1.138 -0.377
H -0.345 -1.976 0.362
H -1.482 -1.070 1.377
H 0.903 0.978 -1.406
H 1.446 -0.538 1.393

## Properties
- Relative energy (zero: lowest compared OMol25 entry of this formula, charge and spin): 440.01 kJ/mol
- Kohn-Sham gap: 9.228 eV
- HOMO: -9.062 eV